Record 1
# C2H5FS

A 2-piece molecular cluster, C2H5FS overall (ωB97M-V/def2-TZVPD, the OMol25 dataset).

Output
HOMO (spin up / spin down) = -10.08 / -7.85 eV
LUMO level (spin up / spin down) = 0.2 / -0.6 eV
2S+1 = 1
total charge = 0

Each line ends with the natural charge from an NBO analysis.
Element x y z (Å)
C -0.93 -0.20 -0.75  -0.72
C 0.27 0.26 0.04  0.25
F 0.11 1.51 0.44  -0.35
S 1.93 -0.24 -0.31  0.02
H -1.01 0.40 -1.71  0.22
H -1.87 0.02 -0.11  0.24
H -0.85 -1.32 -0.97  0.24
H 0.03 -0.48 2.49  -0.04
H 2.31 0.05 0.87  0.13


Record 2
# C2H5FS

A 2-piece molecular cluster, C2H5FS overall (ωB97M-V/def2-TZVPD, the OMol25 dataset).

Output
HOMO = -9.70 eV
LUMO level = 0.9 eV
2S+1 = 1
total charge = 0
SMILES = C=CF.S

Each line ends with the natural charge from an NBO analysis.
Element x y z (Å)
C -1.15 -0.54 -0.98  -0.52
C -0.43 -1.56 -0.57  0.23
F 0.73 -1.30 -0.02  -0.33
H -1.99 -0.65 -1.65  0.22
H -0.72 0.43 -0.53  0.22
H -0.70 -2.67 -0.67  0.17
S 0.95 1.84 1.14  -0.27
H 2.13 2.52 0.90  0.15
H 1.19 1.93 2.37  0.12


The records above give, respectively, energy values of -577.081670 -577.188912 Ha.
The records above give, respectively, energy above the lowest of the compared OMol25 structures with the same formula, charge and spin values of 4.164 1.246 eV.